Entry from OMol25: a cluster of 2 separate species, C7H16NO4P in total (ωB97M-V/def2-TZVPD).

ORCA input file:
```
! RIJCOSX wB97M-V def2-TZVPD def2/J DEFGRID3
* xyz 0 1
C 0.19778 0.02727 0.44122
C 0.71193 -0.28934 -0.95802
C -0.02640 -1.47013 -1.59502
O 0.80368 -2.34701 -2.33532
C 1.37011 -1.76188 -3.49185
P 3.17745 -1.32594 -3.26918
N 3.76052 -1.19974 -4.88497
H -0.89210 -0.03416 0.48665
H 0.46878 1.03390 0.75484
H 0.59522 -0.66041 1.18697
H 1.77419 -0.54354 -0.92248
H 0.63011 0.59888 -1.58813
H -0.83239 -1.11401 -2.24918
H -0.47618 -2.09012 -0.82018
H 1.34139 -2.50751 -4.29226
H 0.77103 -0.90589 -3.81925
H 2.99158 0.06657 -3.09920
H 3.16976 -0.72085 -5.55278
H 4.03763 -2.09299 -5.26924
C -2.79791 2.02148 4.97306
C -3.14581 1.74207 3.51979
O -1.85480 1.68506 2.90568
C -0.93129 1.39054 3.85324
O 0.20094 1.11590 3.63269
O -1.48945 1.45435 5.08554
H -3.45403 1.53697 5.69015
H -2.73595 3.09002 5.18478
H -3.63745 0.77654 3.39096
H -3.72836 2.52397 3.04148
*
```

Computed properties:
Calculated total energy   -973.36453 hartree
Maximum force   0.005 hartree/bohr
E_LUMO   0.0232 Eh
HOMO-LUMO gap   9.35 eV
HOMO energy   -8.72 eV
ΔE to the lowest compared entry with this formula, charge and spin   52.3 kcal per mole